A structure of composition C54H45F9 in a non-equilibrium geometry. Source: the OMol25 dataset; level of theory: the ωB97M-V functional and the def2-TZVPD basis.

* E_LUMO: 0.2 eV
* energy: -2982.360831 Ha
* strongest force on any atom: 18.16 eV Å⁻¹
* HOMO: -8.47 eV

ORCA input file:
```
! RIJCOSX wB97M-V def2-TZVPD def2/J DEFGRID3
* xyz 0 1
F 2.875 -3.930 -2.543
F 0.668 -5.702 3.771
F -3.098 -4.308 -0.025
F -3.109 2.450 4.099
F 4.309 1.879 1.709
F 0.539 0.810 3.044
F -1.403 1.932 0.867
F 1.049 4.860 0.028
F 1.637 -0.780 -2.688
C 1.496 0.300 -4.800
C -0.671 1.062 0.137
C 1.760 -0.838 -4.058
C 2.978 0.107 0.667
C -4.931 1.903 2.615
C -0.753 -4.525 -2.543
C -0.895 -0.216 0.438
C 5.192 -1.528 0.965
C -0.080 2.936 2.150
C -2.139 4.258 -1.425
C 0.217 4.296 2.020
C 1.387 -2.219 1.749
C 4.086 -1.975 0.350
C 1.571 -3.941 -2.161
C -3.278 2.142 0.444
C 1.020 0.461 -1.547
C 2.946 -1.144 0.135
C 1.212 -3.489 -0.847
C 0.258 1.413 -0.814
C 2.444 -3.088 1.969
C -1.026 -4.257 -1.214
C -0.603 6.392 -0.508
C 2.003 -0.856 -6.790
C 2.315 3.923 3.198
C 2.275 -2.030 -6.059
C 2.052 2.543 3.289
C 0.561 -4.422 -3.003
C -0.887 4.032 -0.916
C -3.142 -0.516 1.427
C -5.421 1.582 1.318
C 1.579 0.246 -6.156
C -3.144 -3.077 0.502
C -0.144 -1.224 -0.192
C -3.626 2.303 2.842
C 1.453 4.819 2.591
C 2.201 -4.236 2.722
C -3.724 -0.739 0.214
C 2.260 -1.960 -4.688
C 4.121 0.614 1.358
C 5.247 -0.233 1.427
C 0.851 2.099 2.810
C -2.685 5.516 -1.355
C 0.739 -0.930 -1.248
C -2.551 -2.820 1.724
C -2.810 2.393 1.702
C 0.051 -2.440 2.232
C -0.127 5.092 -0.453
C -3.740 -2.060 -0.296
C -0.024 -3.752 -0.361
C -4.577 1.728 0.273
C -2.604 -1.512 2.238
C -1.909 6.557 -0.962
C 0.922 -4.523 3.151
C -0.121 -3.609 2.959
H -2.672 3.363 -1.708
H -2.067 -4.269 -0.927
H -2.110 -3.672 2.220
H -4.966 1.549 -0.719
H 1.735 0.702 -2.321
H -1.791 2.709 1.866
H 1.326 1.138 -6.710
H -0.440 5.085 1.686
H -5.511 1.768 3.517
H -2.156 -1.281 3.193
H 2.765 1.876 3.750
H -1.545 -4.873 -3.190
H 2.126 -0.751 -7.857
H -4.121 -2.443 -1.231
H -1.112 -3.821 3.333
H 2.097 -1.520 -0.417
H 2.019 -3.304 -0.153
H 0.802 -4.644 -4.032
H -0.757 -1.771 1.976
H 6.118 0.185 1.910
H -0.962 2.506 1.699
H -0.261 -3.578 0.678
H 1.346 -1.751 -1.600
H 0.330 2.460 -1.070
H 3.232 4.218 3.686
H -0.092 7.164 0.049
H 3.002 -4.950 2.596
H 4.072 -3.025 0.097
H -2.641 2.241 -0.422
H 6.040 -2.126 1.261
H 2.504 -2.825 -4.090
H 1.516 -1.329 1.151
H -3.093 0.476 1.851
H 1.747 5.849 2.456
H -2.326 7.544 -0.824
H 2.134 0.751 0.466
H -3.707 5.622 -1.687
H -0.277 -2.216 0.212
H -0.472 3.035 -0.912
H 2.748 -2.827 -6.614
H 3.388 -2.946 1.463
H -6.379 1.118 1.133
H -1.567 -0.486 1.238
H -4.283 0.085 -0.205
H 1.208 1.201 -4.278
*
```